{"formula": "C8H10N2", "method": "wB97M-V/def2-TZVPD", "e_tot_ev": -11433.720, "smiles": "CC1=C=N/C=C\\C=N/[C@@H]1C", "orbital_gap_ev": 8.406, "max_force_ev_per_a": 4.3, "relative_energy_ev": 4.033, "spin_multiplicity": 1, "symbols": ["C", "C", "C", "C", "C", "C", "C", "C", "N", "N", "H", "H", "H", "H", "H", "H", "H", "H", "H", "H"], "coordinates": [[2.46, 0.51, -0.52], [1.44, 1.51, -0.31], [2.53, -0.80, -0.05], [-0.82, -0.86, -0.37], [0.37, -1.28, -0.19], [-0.90, 0.63, -0.06], [-2.01, -1.44, -0.99], [-1.15, 0.81, 1.50], [1.44, -1.44, 0.37], [0.14, 1.55, -0.24], [3.38, 0.79, -0.92], [1.81, 2.55, -0.13], [3.57, -1.11, 0.03], [-1.83, 1.05, -0.60], [-2.14, -2.33, -0.37], [-1.76, -1.70, -1.97], [-2.92, -0.77, -1.00], [-2.25, 0.67, 1.88], [-0.71, 1.69, 1.97], [-0.67, -0.02, 1.96]]}